Density functional theory data (ωB97M-V/def2-TZVPD) for a structure of composition C30H40BN11O5ReS3 in a non-equilibrium geometry.

Atoms and positions in Å:
Re  0.123  0.158  0.432
S  -2.094  0.547  1.143
S  -4.449  -1.351  -3.208
S  -2.560  -2.522  0.984
O  -5.568  -1.242  -4.069
O  -2.569  -1.817  -0.498
O  -1.304  -1.482  -1.045
O  -0.561  -3.590  -0.791
O  -4.615  -1.833  -1.852
N  2.612  1.897  0.240
N  2.528  0.433  2.209
N  1.192  0.273  2.215
N  5.186  -0.536  1.691
N  4.771  0.660  1.211
N  -3.617  2.098  2.668
N  -2.955  0.300  3.722
N  3.010  -0.483  -0.092
N  1.270  1.848  0.064
N  -3.332  -2.373  -3.956
N  1.747  -0.676  -0.513
C  6.916  0.856  1.726
C  5.822  1.519  1.215
C  -4.399  2.153  3.894
C  -3.530  0.176  -3.191
C  -2.394  -0.979  4.055
C  -2.997  0.600  -4.397
C  -3.384  0.939  -2.050
C  -2.283  1.781  -4.460
C  2.976  0.536  3.465
C  1.894  0.446  4.325
C  3.128  -1.768  -1.885
C  -0.848  -2.773  -1.609
C  -2.832  -4.309  0.822
C  -4.326  -2.177  1.240
C  -2.844  1.023  2.613
C  2.008  3.753  -0.809
C  0.893  2.967  -0.562
C  3.861  -1.138  -0.891
C  6.447  -0.439  2.016
C  1.811  -1.435  -1.613
C  -1.364  3.851  -3.403
C  -1.068  -2.907  -3.049
C  -4.331  -4.526  0.756
C  -3.876  0.931  4.664
C  -2.117  2.565  -3.317
C  0.797  0.286  3.496
C  -2.585  -3.361  -3.277
C  3.072  3.037  -0.286
C  -2.681  2.132  -2.119
C  -4.922  -3.494  1.704
B  3.308  0.668  0.896
H  -4.443  -1.342  1.925
H  6.979  -1.275  2.421
H  7.916  1.217  1.856
H  4.113  3.285  -0.279
H  -3.200  -1.686  4.264
H  -3.338  1.202  5.575
H  -3.833  0.595  -1.131
H  -5.465  2.076  3.661
H  -0.404  -3.677  -3.437
H  -4.668  0.227  4.932
H  -3.152  0.006  -5.282
H  -0.307  3.659  -3.588
H  -0.235  0.215  3.771
H  -0.139  3.162  -0.794
H  -1.725  4.449  -4.239
H  1.904  0.487  5.395
H  -2.565  -4.299  -3.830
H  2.040  4.703  -1.301
H  -1.781  -1.359  3.239
H  -4.710  -4.353  -0.253
H  -4.581  -5.544  1.048
H  -1.880  2.120  -5.404
H  -3.076  -3.532  -2.316
H  -1.788  -0.899  4.959
H  -2.614  2.766  -1.244
H  -3.488  -2.493  -4.942
H  -2.258  -4.741  0.008
H  -0.928  -1.971  -3.584
H  -2.417  -4.689  1.758
H  4.919  -1.145  -0.723
H  -1.462  4.436  -2.493
H  -6.009  -3.467  1.645
H  -4.682  -1.909  0.236
H  0.932  -1.677  -2.176
H  4.014  0.652  3.704
H  -3.730  2.767  1.924
H  -4.225  3.091  4.421
H  3.491  -2.372  -2.690
H  5.743  2.530  0.876
H  -4.644  -3.714  2.739

- Total charge: +3
- LUMO level (spin up / spin down): -0.32799 / -0.33880 hartree
- Energy relative to the best compared isomer or geometry (same formula, charge and spin): 553.9 kJ/mol
- Multiplicity: 3
- E_HOMO (spin up / spin down): -0.57084 / -0.57085 Ha
- E: -93672.6478 eV

Here are the Mulliken charges for atoms 1 to 8, given in e: Re 1.232; S -0.047; S 1.052; S 0.606; O -0.684; O -0.880; O 0.216; O -0.575

---

Density functional theory data (ωB97M-V/def2-TZVPD) for a cluster of 2 separate species, C3H8O2S in total in a non-equilibrium geometry.

Atoms and positions in Å:
S  -1.042  1.027  0.154
O  2.507  0.708  -0.528
O  0.298  1.395  0.607
C  -0.753  -0.258  -1.009
C  2.761  -0.515  -0.956
C  -1.762  -0.084  1.521
H  1.551  0.767  -0.063
H  -2.769  -0.362  1.210
H  -1.105  -1.030  1.578
H  -1.511  -1.092  -1.088
H  3.945  -0.439  -1.269
H  -1.804  0.316  2.511
H  -0.610  0.272  -1.992
H  0.295  -0.705  -0.677

- LUMO level: 0.02218 hartree
- Energy relative to the best compared isomer or geometry (same formula, charge and spin): 447.8 kJ/mol
- E_HOMO: -0.29893 Ha
- E: -18166.6034 eV

Here are the natural (NBO) charges for atoms 1 to 8, given in e: S 1.285; O -0.679; O -0.994; C -0.902; C 0.049; C -0.804; H 0.516; H 0.222

---

Density functional theory data (ωB97M-V/def2-TZVPD) for a cluster of 2 separate species, C4H13N3 in total in a non-equilibrium geometry.

Atoms and positions in Å:
N  3.322  0.310  -0.331
N  -1.925  0.901  -1.106
N  -2.230  -1.853  0.312
C  0.296  1.078  0.378
C  -0.996  0.238  -0.069
C  -1.311  -0.815  0.689
C  0.984  -0.153  0.621
H  -1.199  -0.901  1.806
H  -1.958  -2.812  0.750
H  3.550  1.237  -0.609
H  0.821  1.601  -0.366
H  -2.511  0.157  -1.420
H  -1.387  1.245  -1.937
H  -2.732  1.540  -0.750
H  1.446  -0.764  -0.151
H  3.830  -0.210  -1.055
H  1.030  -0.523  1.643
H  3.950  0.016  0.446
H  0.144  1.510  1.359
H  -3.126  -1.800  -0.210

- Total charge: +2
- LUMO level: -0.35010 hartree
- Energy relative to the best compared isomer or geometry (same formula, charge and spin): 594.6 kJ/mol
- E_HOMO: -0.64492 Ha
- E: -8807.4145 eV

Here are the natural (NBO) charges for atoms 1 to 8, given in e: N -1.048; N -0.703; N -0.832; C -0.546; C 0.082; C 0.008; C 0.153; H 0.312

---

Density functional theory data (ωB97M-V/def2-TZVPD) for a cluster of 2 separate species, C20H30I2NO6 in total in a non-equilibrium geometry.

Atoms and positions in Å:
I  1.155  -1.189  -0.838
I  -2.046  -1.501  -4.366
O  3.799  0.322  -5.700
O  0.020  0.392  2.811
O  3.831  1.586  -3.871
O  0.776  1.725  -6.211
O  1.712  3.533  -5.206
O  -1.320  0.902  -6.239
N  -1.081  -0.240  3.053
C  1.295  2.423  -5.133
C  1.767  1.911  -2.649
C  0.109  0.669  -4.235
C  -2.277  0.620  2.779
C  5.115  -0.504  -3.887
C  -2.529  0.873  5.305
C  -0.289  1.015  -5.662
C  0.720  -1.434  -2.933
C  1.038  1.592  -3.914
C  3.194  1.365  -2.613
C  0.497  -2.933  -3.134
C  -0.422  -0.464  -3.365
C  -2.026  1.404  1.497
C  4.180  0.464  -4.572
C  -2.495  1.579  3.950
C  -1.028  -0.970  4.361
C  -2.051  -2.127  4.400
C  -3.536  -0.226  2.535
C  0.355  -1.592  4.513
C  -1.281  0.015  5.504
H  -3.426  2.125  3.783
H  -3.434  0.266  5.396
H  6.085  -0.445  -4.378
H  1.330  -3.463  -2.665
H  -0.413  -3.281  -2.648
H  -2.272  -2.494  3.399
H  -2.924  1.967  1.244
H  3.194  0.309  -2.334
H  -1.796  0.732  0.668
H  1.595  -1.167  -3.527
H  1.817  3.004  -2.588
H  -0.413  0.675  5.602
H  5.214  -0.284  -2.826
H  -3.347  -0.989  1.779
H  3.753  1.890  -1.833
H  0.506  -3.189  -4.194
H  -1.644  -2.965  4.965
H  1.143  -0.843  4.543
H  0.564  -2.281  3.693
H  -4.334  0.419  2.166
H  -1.204  2.110  1.603
H  -3.918  -0.715  3.427
H  -2.586  1.618  6.101
H  4.701  -1.508  -3.997
H  0.386  -2.152  5.448
H  -2.989  -1.853  4.880
H  -1.354  -0.549  6.437
H  -1.692  2.322  3.956
H  -0.927  -0.040  -2.500
H  1.205  1.571  -1.781

- LUMO level (spin up / spin down): -0.01839 / -0.01848 hartree
- Multiplicity: 2
- E_HOMO (spin up / spin down): -0.31380 / -0.34604 Ha
- E: -51200.8704 eV

Here are the natural (NBO) charges for atoms 1 to 8, given in e: I 0.104; I 0.136; O -0.542; O -0.403; O -0.535; O -0.497; O -0.498; O -0.495